[1]
{"formula": "C27H50P2Re", "method": "wB97M-V/def2-TZVPD", "e_tot_ha": -1818.72535, "charge": 2, "multiplicity": 4, "homo_lumo_gap_ev": [5.42, 5.43], "lumo_ha": [-0.2767, -0.2774], "symbols": ["Re", "C", "C", "C", "C", "C", "C", "H", "H", "H", "C", "H", "H", "H", "C", "H", "H", "H", "C", "H", "H", "H", "C", "H", "H", "H", "C", "C", "C", "C", "C", "C", "C", "C", "H", "H", "H", "H", "H", "H", "H", "H", "H", "H", "H", "H", "P", "C", "C", "P", "C", "C", "C", "H", "H", "H", "H", "H", "H", "H", "H", "H", "H", "H", "H", "H", "H", "C", "C", "C", "C", "H", "H", "H", "H", "H", "H", "H", "H", "H"], "positions_angstrom": [[-0.102, -0.188, -0.943], [0.878, 1.471, 2.001], [-0.308, 1.594, 1.097], [-0.710, 0.072, 2.875], [0.665, 0.435, 2.922], [-1.344, 0.841, 1.863], [1.978, 2.453, 2.153], [1.702, 3.479, 1.827], [2.921, 2.151, 1.589], [2.327, 2.503, 3.202], [1.621, -0.060, 3.940], [2.446, 0.640, 4.090], [2.020, -1.034, 3.642], [1.099, -0.185, 4.898], [-1.392, -0.808, 3.834], [-1.069, -0.571, 4.852], [-1.160, -1.863, 3.663], [-2.477, -0.697, 3.791], [-2.735, 1.346, 2.137], [-2.868, 1.423, 3.226], [-3.482, 0.648, 1.737], [-2.873, 2.343, 1.710], [-0.651, 3.007, 0.598], [-1.502, 3.415, 1.189], [-0.899, 3.072, -0.475], [0.198, 3.687, 0.787], [0.790, -1.045, -2.553], [1.496, 0.096, -3.051], [0.861, 1.101, -3.954], [-0.590, 1.457, -3.477], [-1.000, 1.067, -2.050], [-1.846, -0.337, -2.007], [-1.650, -1.470, -3.057], [-0.208, -1.645, -3.567], [0.776, 0.779, -5.000], [-1.323, 1.002, -4.130], [1.468, 2.039, -4.003], [-0.137, -1.233, -4.589], [1.377, -1.816, -2.064], [2.556, 0.234, -2.910], [0.008, -2.713, -3.716], [-1.999, -2.425, -2.622], [-2.850, 0.085, -2.289], [-2.265, -1.280, -3.933], [-0.670, 2.566, -3.512], [-1.733, 1.844, -1.736], [3.231, 1.550, -0.290], [4.426, 0.268, -0.791], [2.656, 2.778, -1.549], [-2.899, -0.661, -0.358], [1.797, 0.398, -0.422], [-4.294, 0.529, -0.564], [-3.678, -2.258, -0.442], [4.465, -0.460, 0.039], [5.375, 0.793, -0.898], [4.120, -0.210, -1.725], [1.651, 2.599, -1.947], [3.374, 2.756, -2.375], [2.655, 3.760, -1.060], [-3.577, -2.764, -1.384], [-4.740, -2.142, -0.179], [-3.244, -2.878, 0.326], [2.199, -0.633, -0.574], [1.316, 1.046, -1.288], [-4.981, 0.336, 0.281], [-4.843, 0.382, -1.504], [-3.952, 1.582, -0.535], [2.204, -2.161, 1.149], [0.805, -2.741, 1.213], [0.530, -3.206, 2.664], [-0.294, -1.904, 0.434], [2.210, -1.105, 1.456], [2.616, -2.264, 0.136], [2.910, -2.685, 1.810], [0.852, -3.696, 0.652], [0.670, -2.419, 3.419], [-0.466, -3.648, 2.776], [1.270, -3.988, 2.915], [-1.189, -1.885, 1.090], [-0.517, -2.548, -0.460]], "mulliken_charge": [0.325, -0.319, 2.550, -0.482, 0.419, 1.376, -1.180, 0.290, 0.159, 0.425, -1.626, 0.422, 0.225, 0.365, -1.945, 0.446, 0.125, 0.440, -1.558, 0.479, 0.362, 0.281, -1.303, 0.344, 0.196, 0.197, 0.482, -0.641, -0.947, -1.691, 0.219, -0.579, -0.605, -1.624, 0.525, 0.428, 0.380, 0.254, 1.421, 0.432, 0.387, 0.152, 0.924, 0.490, 0.498, 1.286, -0.006, -1.120, -0.942, 1.699, 0.812, -1.667, -1.380, 0.245, 0.547, 0.326, 0.148, 0.395, 0.452, 0.471, 0.464, 0.356, 0.421, -3.409, 0.568, 0.546, 0.316, -1.132, 1.036, -2.034, -1.316, -0.130, 0.313, 0.551, 0.512, 0.407, 0.386, 0.526, -0.066, 0.903]}

[2]
{"formula": "C30H50BrIN3O15P2", "method": "wB97M-V/def2-TZVPD", "e_tot_ha": -6020.32592, "charge": 1, "homo_lumo_gap_ev": 8.66, "lumo_ha": -0.0931, "symbols": ["N", "P", "O", "C", "P", "O", "Br", "C", "N", "C", "C", "C", "O", "I", "C", "N", "H", "H", "H", "H", "H", "H", "H", "H", "H", "H", "H", "H", "H", "H", "O", "C", "O", "C", "C", "C", "H", "H", "H", "H", "H", "H", "O", "C", "O", "C", "C", "C", "H", "H", "H", "H", "H", "H", "O", "C", "O", "C", "C", "C", "H", "H", "H", "H", "H", "H", "O", "C", "O", "C", "C", "C", "H", "H", "H", "H", "H", "H", "O", "C", "O", "C", "C", "C", "H", "H", "H", "H", "H", "H", "O", "C", "O", "C", "C", "C", "H", "H", "H", "H", "H", "H"], "positions_angstrom": [[2.193, 0.428, 1.439], [1.324, -0.602, 0.360], [2.345, -0.766, -0.949], [-0.168, 0.312, -0.384], [0.468, 1.282, -1.887], [-0.711, 2.367, -2.383], [2.172, 2.591, -1.237], [-1.233, -0.764, -0.817], [-2.250, -1.082, 0.188], [-2.956, 0.119, 0.710], [-4.430, 0.035, 0.252], [-5.236, 1.227, 0.780], [-5.687, 2.002, 0.043], [-5.519, 1.556, 2.900], [-2.277, 1.457, 0.336], [-0.811, 1.298, 0.568], [2.890, 0.985, 0.937], [2.727, -0.201, 2.039], [3.204, -0.337, -0.737], [-0.528, 3.221, -1.952], [-0.671, -1.697, -0.994], [-1.680, -0.509, -1.793], [-1.869, -1.572, 0.993], [-2.964, 0.045, 1.814], [-4.821, -0.915, 0.650], [-4.512, -0.025, -0.844], [-2.531, 1.689, -0.705], [-2.635, 2.252, 1.006], [-0.674, 0.984, 1.540], [-0.335, 2.196, 0.441], [-4.547, 2.290, 5.677], [-5.524, 2.317, 6.375], [-6.782, 2.222, 5.888], [-7.734, 2.396, 6.955], [-6.972, 2.056, 8.223], [-5.556, 2.500, 7.875], [-8.083, 3.431, 6.943], [-8.584, 1.737, 6.794], [-7.380, 2.534, 9.111], [-6.987, 0.976, 8.387], [-5.389, 3.554, 8.106], [-4.804, 1.882, 8.359], [-0.462, -3.214, 3.006], [-0.653, -3.963, 2.091], [-0.743, -3.541, 0.801], [-1.086, -4.661, -0.043], [-0.660, -5.894, 0.732], [-0.872, -5.455, 2.175], [-2.162, -4.638, -0.229], [-0.562, -4.572, -0.993], [-1.216, -6.788, 0.456], [0.400, -6.092, 0.561], [-1.892, -5.644, 2.514], [-0.156, -5.915, 2.851], [1.556, -1.769, -7.942], [1.472, -0.994, -7.037], [0.293, -0.630, -6.467], [0.523, 0.392, -5.485], [1.979, 0.250, -5.090], [2.615, -0.243, -6.384], [0.308, 1.363, -5.936], [-0.146, 0.241, -4.640], [2.413, 1.173, -4.708], [2.080, -0.515, -4.316], [2.914, 0.581, -7.033], [3.457, -0.905, -6.197], [4.610, 0.768, -1.189], [5.438, 0.150, -1.820], [5.898, 0.552, -3.013], [6.786, -0.449, -3.554], [7.262, -1.242, -2.352], [6.057, -1.167, -1.425], [6.226, -1.061, -4.264], [7.604, 0.038, -4.081], [7.569, -2.257, -2.598], [8.113, -0.739, -1.888], [5.341, -1.969, -1.620], [6.351, -1.164, -0.379], [-2.764, 2.465, -5.701], [-3.747, 2.522, -5.022], [-5.006, 2.419, -5.514], [-5.962, 2.638, -4.460], [-5.213, 2.339, -3.174], [-3.793, 2.759, -3.527], [-6.303, 3.675, -4.511], [-6.817, 1.981, -4.603], [-5.621, 2.851, -2.307], [-5.238, 1.265, -2.973], [-3.620, 3.819, -3.331], [-3.048, 2.152, -3.017], [7.230, -2.136, 1.482], [7.088, -1.395, 2.412], [5.874, -1.057, 2.919], [6.038, -0.070, 3.955], [7.470, -0.226, 4.431], [8.185, -0.669, 3.161], [5.847, 0.918, 3.527], [5.316, -0.254, 4.748], [7.878, 0.682, 4.873], [7.528, -1.018, 5.180], [8.519, 0.180, 2.562], [9.016, -1.336, 3.373]], "mulliken_charge": [-0.654, 0.344, -0.335, 0.235, 0.178, -0.365, -0.201, -1.324, -0.022, -0.172, -0.398, 0.071, -0.443, 0.015, -0.853, 0.082, 0.277, 0.305, 0.076, 0.292, 0.592, 0.212, 0.124, 0.460, 0.411, 0.148, 0.014, 0.662, 0.521, 0.557, -0.582, 0.639, -0.320, -0.464, -0.475, -0.522, 0.270, 0.311, 0.325, 0.269, 0.276, 0.292, -0.584, 0.413, -0.041, -0.481, -0.590, -0.453, 0.300, 0.349, 0.359, 0.275, 0.277, 0.293, -0.575, 0.427, -0.343, -0.163, -0.041, -0.428, 0.175, 0.100, 0.343, 0.079, 0.315, 0.174, -0.613, 0.506, -0.390, -0.348, -0.599, 0.238, 0.183, 0.374, 0.396, 0.234, 0.340, -0.311, -0.560, 0.476, -0.377, -0.559, -0.232, 0.410, 0.257, 0.361, 0.343, 0.107, 0.348, -0.574, -0.624, 0.537, -0.317, -0.408, -0.561, -0.446, 0.273, 0.333, 0.335, 0.277, 0.274, 0.309]}

[3]
{"formula": "C3HIO2S", "method": "wB97M-V/def2-TZVPD", "e_tot_ha": -961.21451, "charge": 0, "e_above_lowest_kcal_mol": 33.43, "homo_lumo_gap_ev": 9.13, "lumo_ha": -0.0269, "symbols": ["C", "C", "C", "O", "O", "S", "I", "H"], "positions_angstrom": [[0.211, -0.509, -0.104], [-2.484, 1.819, 0.747], [1.239, -1.138, -0.872], [1.858, -2.096, -1.044], [-1.868, 2.765, 0.478], [1.662, 0.580, -0.732], [0.209, -1.126, 1.925], [-0.826, -0.296, -0.398]], "nbo_charge": [-0.525, 0.509, 0.424, -0.454, -0.505, 0.117, 0.169, 0.265]}

[4]
{"formula": "C5H12N2", "method": "wB97M-V/def2-TZVPD", "e_tot_ha": -307.07202, "charge": 0, "e_above_lowest_kcal_mol": 98.72, "homo_lumo_gap_ev": 9.23, "smiles": "C=C[C@@H](C)N(C)N", "lumo_ha": 0.0389, "symbols": ["C", "C", "C", "C", "N", "C", "N", "H", "H", "H", "H", "H", "H", "H", "H", "H", "H", "H", "H"], "positions_angstrom": [[-2.534, -0.676, 0.359], [-1.279, -0.998, 0.100], [0.036, 0.102, -0.709], [-0.512, 1.483, -0.495], [1.309, -0.097, -0.335], [1.578, 0.243, 1.075], [2.126, -1.176, -0.764], [-3.233, -1.446, 0.529], [-2.753, 0.355, 0.473], [-0.992, -2.024, 0.104], [-0.035, -0.033, -1.807], [0.327, 2.227, -0.301], [-1.343, 1.468, 0.186], [-0.924, 1.922, -1.492], [1.443, 1.356, 1.236], [0.915, -0.250, 1.754], [2.567, -0.139, 1.350], [3.070, -0.953, -0.681], [1.931, -1.941, -0.159]], "nbo_charge": [-0.449, -0.228, -0.001, -0.634, -0.308, -0.441, -0.631, 0.202, 0.183, 0.168, 0.223, 0.220, 0.213, 0.216, 0.206, 0.185, 0.200, 0.350, 0.325]}